No. 1
A single C3H7NO2 molecule. Source: the Open Molecules 2025 dataset; level of theory: ωB97M-V with the def2-TZVPD basis set.

Geometry as XYZ:
```
13
Properties=species:S:1:pos:R:3:forces:R:3:nbo_charge:R:1
C 0.350746 -1.170368 0.706994 -0.28 -0.12 -0.34 0.095
N 0.919686 -0.146983 -0.128343 0.22 0.00 0.02 -0.641
H -0.725438 2.316457 0.627705 0.45 -0.19 -0.23 0.246
H 0.903369 -1.276750 1.633066 0.15 0.08 0.16 0.171
H -0.370558 -2.632771 -0.390917 0.15 0.09 -0.07 0.473
H 1.791617 -0.437153 -0.550302 -0.02 0.17 -0.13 0.406
O 0.455041 -2.432674 0.063587 -0.28 -0.01 0.20 -0.718
H -1.532040 1.938967 -0.868453 0.19 -0.02 -0.17 0.243
C -0.890737 1.511639 -0.099920 -1.04 0.26 0.35 -0.722
C 0.363704 0.967746 -0.711919 0.15 -0.38 0.38 0.677
H -0.685914 -0.918381 0.931462 0.11 -0.05 0.11 0.167
H -1.492338 0.776429 0.434029 0.10 -0.10 -0.07 0.206
O 0.912862 1.503844 -1.646990 0.12 0.27 -0.21 -0.602
```
Positions in Å, forces in eV/Å.

Summary:
SMILES string = CC(=O)NCO
LUMO energy = 0.68 eV
charge = 0
orbital gap = 10.50 eV

No. 2
3 unconnected molecules or ions with the total composition C23H33N4O7PS2. Source: the Open Molecules 2025 dataset; level of theory: ωB97M-V with the def2-TZVPD basis set.

Geometry as XYZ:
```
70
Properties=species:S:1:pos:R:3:forces:R:3:nbo_charge:R:1
H 0.035582 -4.507695 -2.650271 -0.76 0.78 0.08 0.264
C 0.700997 0.810199 -0.057657 -0.07 -0.70 1.57 -0.199
H -5.620428 -4.075724 1.833915 1.10 0.63 -0.24 0.222
P -4.625445 -0.413280 -5.064536 -0.33 0.10 2.75 2.403
H -3.137762 -4.380301 1.181982 -0.19 1.01 0.19 0.231
H -3.542916 -3.636925 -4.087729 1.00 0.65 -0.32 0.219
N 3.913261 5.086732 0.588305 -0.03 -0.12 -0.52 -0.426
H -6.560134 -1.788086 2.415171 1.24 -0.07 -0.37 0.224
H -0.737336 -4.437279 -5.105034 -0.72 -0.04 0.91 0.224
C -4.128601 -2.735383 -6.232397 -0.29 -2.01 -0.58 0.900
C 0.202122 -0.781698 2.280236 0.12 0.72 -1.32 -0.242
H -2.272902 -2.325024 -4.498303 -0.42 -1.01 0.05 0.181
H 1.405632 0.682788 3.413812 -0.35 -0.13 -1.05 0.218
H -0.011252 -2.916872 -3.489027 -0.81 -0.54 0.68 0.218
H 5.821222 -0.175020 3.862672 -0.08 -0.16 -0.04 0.197
C 3.642597 4.035295 -0.213514 0.10 0.28 0.16 0.531
H -1.833482 -5.412573 -4.032297 0.17 1.01 -0.01 0.227
O 3.986798 3.596508 4.334427 0.18 -0.38 0.67 -0.644
O -6.251464 -0.126489 -5.257675 2.88 1.01 -0.74 -0.930
C 1.008423 0.422472 2.404099 -0.94 -0.82 -2.13 -0.230
N -1.179585 -2.442607 1.046459 -1.35 1.25 -1.65 -0.576
C -0.141784 -0.393919 -0.176605 0.89 0.60 1.76 -0.281
C 4.046477 2.429566 3.988336 0.01 -0.22 0.14 0.527
N -3.989444 -1.313536 -6.389146 0.26 -0.09 0.91 -1.003
H 5.015827 4.169865 2.101217 -0.06 0.06 0.10 0.210
N 4.777541 1.469840 4.599385 -0.27 0.14 -0.29 -0.427
C -2.571419 -2.208109 1.364747 -3.39 0.20 0.85 0.245
O -2.971441 -3.535131 -6.087123 -0.32 2.03 0.69 -0.544
O -5.176327 -3.312401 -6.263555 0.18 1.18 0.07 -0.519
H 4.364771 5.773003 2.522497 -0.05 -0.04 -0.08 0.211
C -1.466163 -4.377426 -4.241303 0.14 1.01 -0.57 -0.425
C -5.486610 -1.896767 2.119912 3.15 -0.31 -0.97 -0.235
H 4.958345 6.858557 0.272516 -0.08 0.15 -0.07 0.197
H 0.910653 1.436416 -0.958093 -0.28 -0.74 0.83 0.221
C -0.660627 -3.726577 -3.047347 0.82 -0.88 -0.62 -0.526
H -0.006678 -1.393423 3.190064 0.20 0.51 -0.94 0.228
C -2.608286 -3.386059 -4.665365 0.16 -0.82 0.36 -0.096
H 6.284254 2.599317 5.493217 0.01 -0.02 0.16 0.213
H -2.521502 0.029839 1.691151 -0.51 -0.98 -0.08 0.237
S -0.049464 -4.642843 0.090131 -0.66 1.30 -0.12 0.038
H 1.934603 2.136429 1.330045 -0.69 -0.91 -0.53 0.251
C 4.161559 4.839536 2.000856 -0.15 -0.12 -0.53 -0.413
C 1.291142 1.237049 1.209006 -1.57 -2.19 0.54 -0.217
C -4.565175 -0.748198 2.045802 -0.07 -1.99 -0.09 -0.199
C -3.146296 -0.892312 1.689733 -1.17 -1.24 0.11 -0.291
H -5.007776 0.251601 2.293793 0.83 -0.96 -0.33 0.219
H 6.096013 0.950537 6.143919 -0.08 0.00 -0.10 0.205
H 4.161243 -0.016053 3.246254 0.02 0.09 0.05 0.224
H 4.905927 2.216733 6.541134 0.15 0.02 0.05 0.215
S -1.761881 -3.008198 -1.739213 0.03 0.44 0.60 0.260
C 3.963858 6.445503 0.088469 0.03 -0.16 0.23 -0.398
H -0.584743 -0.656295 -1.161112 0.43 0.22 0.93 0.234
H 3.289598 4.360626 2.436735 0.12 0.13 0.04 0.230
C -4.912725 -3.212382 1.770111 0.61 2.21 0.38 -0.198
H 3.758483 6.474038 -0.981719 0.00 -0.07 0.06 0.208
C -0.998829 -3.293656 -0.116537 1.65 -2.18 -0.09 -0.095
O 3.587614 2.871802 0.152996 0.12 0.20 0.00 -0.651
H 3.487037 2.054744 3.115032 0.08 -0.05 -0.05 0.122
C 4.796772 0.099555 4.124429 0.11 0.12 0.18 -0.402
H 4.434940 -0.559941 4.916851 0.03 -0.12 -0.12 0.195
C -0.386508 -1.223809 0.997951 2.08 2.52 0.84 0.231
H -6.325925 0.851412 -5.291692 -0.40 -0.56 -0.08 0.506
H -3.027463 -1.044231 -6.613721 -0.39 -0.01 0.17 0.430
H -3.222395 0.989814 -4.229716 -0.51 -0.10 -0.39 0.527
O -4.437609 -1.044879 -3.731560 0.07 0.08 -1.48 -1.096
H 3.469088 4.322807 -1.263552 0.00 0.04 -0.01 0.105
C 5.566014 1.823339 5.765508 -0.13 0.25 -0.07 -0.417
O -3.765720 1.020721 -5.044624 -1.15 -1.52 -0.82 -0.991
H 3.217706 7.048003 0.611682 0.07 0.13 -0.10 0.198
C -3.502002 -3.353547 1.415870 -0.82 1.17 0.36 -0.278
```
Positions in Å, forces in eV/Å.

Summary:
SMILES string = O=C(NP(=O)(O)O)OCCCSC(=S)N(c1ccccc1)c1ccccc1.CN(C)C=O.CN(C)C=O
LUMO energy = -0.48 eV
charge = 0
orbital gap = 7.60 eV

No. 3
A molecular structure, C5H9NO. Source: the Open Molecules 2025 dataset; level of theory: ωB97M-V with the def2-TZVPD basis set.

Geometry as XYZ:
```
16
Properties=species:S:1:pos:R:3:forces:R:3:nbo_charge:R:1
H -0.787183 -0.028354 2.426244 0.04 -0.09 -0.13 0.193
H 2.337473 0.369066 1.550824 -0.08 0.22 -0.06 0.369
H -1.354236 -1.200425 1.125381 0.08 0.06 0.13 0.170
C -0.554988 -1.017476 -1.124070 -0.07 -0.14 0.02 -0.649
C -0.544996 -0.838418 1.751185 -0.67 -0.48 0.37 -0.369
H -1.607808 -1.318077 -0.998622 0.18 0.08 -0.02 0.213
H 0.052597 -1.817971 -0.684045 -0.10 0.15 -0.04 0.227
H -0.358198 -0.996980 -2.205202 -0.02 0.07 0.17 0.212
C 0.010510 1.581000 -1.262099 -0.25 0.22 -0.34 -0.089
H 0.094591 -1.611561 2.155828 -0.07 0.14 -0.08 0.185
C 0.891326 0.668715 0.246895 0.56 -0.18 1.38 0.523
C -0.248424 0.296731 -0.477803 -0.08 0.02 -0.72 -0.144
H -0.668132 2.429830 -1.132674 0.08 -0.14 -0.01 0.189
H 0.263715 1.444481 -2.320338 -0.05 0.00 0.16 0.180
N 1.341182 0.234604 1.379255 0.45 0.20 -0.78 -0.714
O 1.225380 1.797571 -0.464042 0.01 -0.13 -0.06 -0.495
```
Positions in Å, forces in eV/Å.

Summary:
LUMO energy (spin up / spin down) = -0.68 / 0.21 eV
charge = 0
orbital gap (spin up / spin down) = 6.74 / 8.18 eV

No. 4
2 unconnected molecules or ions with the total composition CH4N2S. Source: the Open Molecules 2025 dataset; level of theory: ωB97M-V with the def2-TZVPD basis set.

Geometry as XYZ:
```
8
Properties=species:S:1:pos:R:3:forces:R:3:nbo_charge:R:1
H 0.933737 -0.785458 0.855181 0.51 -0.34 0.33 0.150
C 1.173989 -0.557378 -0.176800 0.57 0.68 -1.40 -0.061
S -3.141032 0.474955 0.128958 1.08 3.55 -0.26 0.784
H -0.608228 0.047656 -0.474050 -0.59 -0.26 0.61 0.335
H 2.246447 -0.678257 -0.619766 -1.95 0.00 1.03 0.169
N 0.274553 -0.063780 -0.926527 1.73 -0.11 -0.66 -0.600
H -1.944297 1.588369 -0.086913 -1.86 -1.06 0.33 -0.082
N -2.485028 -0.800416 0.039310 0.51 -2.46 0.02 -0.695
```
Positions in Å, forces in eV/Å.

Summary:
LUMO energy = -1.20 eV
charge = 0
orbital gap = 8.25 eV

No. 5
2 unconnected molecules or ions with the total composition C4H11NO. Source: the Open Molecules 2025 dataset; level of theory: ωB97M-V with the def2-TZVPD basis set.

Geometry as XYZ:
```
17
Properties=species:S:1:pos:R:3:forces:R:3:nbo_charge:R:1
H 0.721296 -1.187370 -0.010669 3.07 -3.77 -0.75 0.199
H 1.413362 0.559353 1.630989 -0.23 -0.47 -0.18 0.208
C 0.154168 -0.393044 0.075204 -4.28 4.99 1.27 -0.361
H -0.454349 0.977752 3.319732 0.65 0.38 0.29 0.212
N -1.149760 -0.879195 -1.951629 0.16 0.68 0.39 -0.835
C -0.553157 0.365506 2.442760 -3.02 -2.82 -0.14 -0.601
H -1.787504 0.513507 -0.451116 1.60 -0.92 -0.36 0.186
H -0.270090 -1.119015 -2.477201 -1.56 0.55 0.67 0.409
O 1.877576 -0.323747 -2.419584 3.92 -0.51 -3.71 -0.941
C 0.371154 0.573097 1.272315 0.52 1.63 -1.21 -0.431
H -1.870925 -0.350886 -2.462688 0.95 -0.84 -0.14 0.378
H 1.541909 -0.004018 -1.655681 -2.33 1.53 4.12 0.467
H -0.461942 -0.780123 2.760200 -0.30 2.41 -0.43 0.203
C -0.937056 -0.212028 -0.715745 0.27 0.10 -0.24 0.046
H 2.791907 0.092019 -2.384098 -1.56 -0.99 -0.51 0.471
H -1.704835 0.514291 2.158655 2.42 -0.45 0.30 0.195
H 0.318247 1.653902 0.868556 -0.28 -1.48 0.61 0.196
```
Positions in Å, forces in eV/Å.

Summary:
SMILES string = CC/C=C/N.O
LUMO energy = 0.91 eV
charge = 0
orbital gap = 8.99 eV

No. 6
A molecular structure, C2H5NP2. Source: the Open Molecules 2025 dataset; level of theory: ωB97M-V with the def2-TZVPD basis set.

Geometry as XYZ:
```
10
Properties=species:S:1:pos:R:3:forces:R:3:mulliken_spin:R:1
H 0.617406 -0.593475 1.416013 -1.25 -0.17 0.45 0.037
H -1.498910 -1.940762 0.458528 0.40 1.61 -1.74 0.001
H 0.297231 2.056814 -0.253725 -0.44 1.50 -0.43 0.013
P 0.847412 -1.003225 -1.458350 0.37 -0.85 -0.13 0.802
N 1.223893 0.432158 -1.016041 -0.29 -1.04 -1.58 0.363
H -1.805348 -0.591321 -0.974570 0.21 -0.60 0.78 0.002
H 1.412544 1.279998 0.823525 0.58 0.65 0.36 0.018
C -1.215445 -0.960169 -0.107850 -0.84 -1.05 0.64 0.642
C 0.691952 1.126958 0.036341 -0.37 0.51 1.81 0.011
P -0.570734 0.193023 1.076129 1.62 -0.55 -0.17 0.112
```
Positions in Å, forces in eV/Å.

Summary:
LUMO energy (spin up / spin down) = 0.35 / -2.37 eV
⟨S²⟩ = 2.014
charge = 0
spin multiplicity = 3
orbital gap (spin up / spin down) = 6.60 / 6.79 eV